(1)
This record from OMol25 describes C35H35BN6O10S5TeY as an isolated structure. The level of theory is the ωB97M-V functional and the def2-TZVPD basis.

Structure (XYZ):
```
94
Properties=species:S:1:pos:R:3:forces:R:3
Y -0.043654 -0.510203 -0.161766 0.579 0.317 0.095
O -0.704192 -1.175484 -2.190541 -0.125 -0.118 0.259
S -1.292401 -2.553358 -2.329821 -0.088 -0.088 0.039
O -1.991558 -2.701464 -3.576066 0.006 0.024 -0.022
O -2.020160 -2.903860 -1.130263 -0.045 -0.119 -0.127
C 0.181444 -3.581919 -2.457622 0.007 0.009 0.020
C 0.560351 -3.838910 -3.770224 -0.012 -0.004 0.003
C 1.743727 -4.494953 -4.065109 0.016 -0.005 0.012
C 2.574789 -4.901374 -3.038591 -0.007 -0.001 -0.012
C 2.206449 -4.663452 -1.725787 -0.017 0.009 0.013
C 1.017707 -4.012268 -1.416052 0.016 0.007 -0.005
S 0.750705 -3.870163 0.355241 -0.055 -0.084 -0.023
O 2.061793 -3.854889 0.965614 0.016 -0.012 -0.003
O -0.114574 -4.955835 0.745241 0.009 0.020 0.016
O 0.084563 -2.552448 0.587383 -0.151 0.109 -0.128
H -0.091030 -3.497239 -4.561543 0.001 0.002 0.006
H 2.020465 -4.662267 -5.098099 0.002 -0.002 0.003
H 3.521922 -5.379839 -3.249118 -0.002 -0.001 -0.001
H 2.861199 -4.950675 -0.916200 0.000 0.000 0.006
N -2.473566 -0.183418 0.163589 -0.021 0.002 -0.087
C -3.584107 -0.065343 -0.091435 -0.014 -0.076 0.014
C -4.961310 0.067652 -0.462292 0.007 0.012 -0.013
C -5.405796 1.276140 -0.993402 0.000 -0.014 0.012
C -6.732653 1.391572 -1.371158 -0.004 -0.001 0.006
C -7.594551 0.312846 -1.224328 0.002 -0.004 -0.003
C -7.138864 -0.888882 -0.698272 0.007 0.000 0.000
C -5.816541 -1.020904 -0.312104 0.007 0.019 0.031
H -4.710824 2.096060 -1.109455 0.007 0.004 -0.005
H -7.093043 2.323480 -1.786252 0.001 -0.001 0.000
H -8.630427 0.408424 -1.524922 0.002 0.000 0.003
H -7.814706 -1.725943 -0.585976 0.001 0.002 0.001
H -5.442536 -1.938279 0.119129 -0.001 -0.003 -0.001
C -3.022561 -3.684882 1.824910 0.024 0.025 -0.001
N -2.446449 -2.822762 2.843107 0.059 0.039 0.001
C -1.163545 -2.924601 3.359381 -0.047 -0.017 -0.022
C -1.010200 -1.929994 4.252903 0.019 -0.035 0.038
N -2.212740 -1.245183 4.285271 0.020 0.045 -0.043
C -3.097372 -1.779005 3.408342 -0.019 -0.038 0.044
S -4.673996 -1.259664 3.131598 -0.047 0.009 -0.048
H -2.280098 -4.425851 1.544034 0.015 -0.012 -0.010
H -3.264461 -3.098991 0.941117 0.006 -0.003 -0.008
H -3.925536 -4.151909 2.216680 -0.001 -0.007 -0.005
H -0.481287 -3.686046 3.026475 -0.015 -0.005 -0.031
H -0.162614 -1.656026 4.853883 0.000 0.002 -0.003
H -2.413880 -0.387117 4.764554 -0.004 -0.004 0.003
C 2.829915 1.089260 2.911907 -0.002 0.007 -0.008
Te 2.371840 -0.917341 2.316924 -0.016 -0.027 -0.013
C 4.310987 -0.923326 1.433470 -0.012 0.030 -0.096
C 4.987477 0.353931 1.857794 -0.058 0.029 0.063
C 6.320588 0.587787 1.524045 -0.009 0.002 -0.021
C 6.951614 1.758132 1.907653 -0.001 0.010 0.010
C 6.252961 2.715382 2.634543 0.009 -0.003 -0.009
C 4.926879 2.493529 2.963235 -0.001 0.006 -0.017
C 4.282267 1.319633 2.577509 0.034 -0.071 -0.019
H 2.637154 1.228588 3.975872 0.013 -0.011 -0.007
H 2.194714 1.767988 2.339757 0.003 -0.008 0.027
H 4.209766 -0.975172 0.349835 0.000 -0.007 0.073
H 4.856670 -1.804587 1.762085 0.005 -0.005 0.030
H 6.856478 -0.157677 0.948644 -0.003 0.003 -0.004
H 7.987184 1.926444 1.639711 -0.003 -0.001 0.000
H 6.741387 3.632506 2.939832 0.000 -0.002 0.000
H 4.376378 3.240117 3.525281 -0.001 0.000 -0.004
O -2.434519 3.222351 -0.645286 0.023 -0.024 0.027
S -1.668423 2.564014 -1.689917 0.059 0.019 -0.059
O -2.408091 1.728399 -2.585281 -0.034 -0.001 0.004
N -0.378096 1.803614 -1.023897 -0.079 0.029 -0.047
C 0.771924 2.476441 -1.229130 -0.054 -0.014 0.064
S 2.181386 2.116740 -0.449923 -0.067 -0.032 -0.017
C 0.608302 3.607606 -2.186610 -0.004 0.037 0.007
C 1.583692 4.443502 -2.703646 -0.003 -0.003 -0.015
C 1.190245 5.432609 -3.594097 0.003 -0.002 0.007
C -0.147767 5.588167 -3.953209 -0.008 -0.006 0.003
C -1.127556 4.755442 -3.427818 0.005 0.012 -0.003
C -0.713085 3.775941 -2.548782 0.003 -0.021 0.008
H 2.617845 4.304008 -2.416931 -0.004 0.000 -0.002
H 1.933791 6.092160 -4.022642 -0.001 -0.003 0.000
H -0.425577 6.364250 -4.654640 0.001 -0.003 0.000
H -2.168474 4.860310 -3.703380 0.003 0.003 0.004
N -1.726719 3.961096 2.202541 -0.033 0.006 -0.012
C -0.596546 3.059082 2.019334 0.004 0.019 0.085
C -1.043104 1.640473 2.299384 -0.081 0.037 -0.035
O -2.127167 1.546259 3.033571 0.022 -0.077 -0.079
O -0.436702 0.656083 1.916958 0.021 0.010 0.044
H -2.229355 4.045138 1.322757 0.037 0.017 -0.024
H -1.425028 4.879735 2.493208 -0.024 -0.003 0.013
H -2.474261 2.471007 3.084372 0.027 0.048 0.079
H 0.180699 3.271801 2.759016 -0.007 0.016 -0.010
H -0.127898 3.087481 1.040997 0.020 -0.020 -0.051
B 4.436366 -1.631386 -2.287177 0.034 0.048 -0.023
C 3.014589 -1.252689 -1.719388 -0.013 -0.130 -0.070
N 1.984228 -0.995868 -1.262727 0.026 0.088 0.069
H 4.788979 -2.633233 -1.695616 -0.008 0.002 -0.001
H 4.325561 -1.822986 -3.479186 0.017 -0.003 0.009
H 5.172624 -0.693516 -2.043003 0.003 -0.003 -0.002
```
Positions in Å, forces in eV/Å.

Calculated values
multiplicity = 1
frontier orbital gap = 6.78 eV
E_LUMO = 1.52 eV
ΔE to the lowest compared entry with this formula, charge and spin = 6.8 kcal/mol
electronic energy = -4758.192509 Eh
net charge = -1

Atom charges from the Mulliken analysis, given in e for atoms 1 to 5: Y 0.76; O -0.51; S 1.48; O -0.77; O -0.56

(2)
This record from OMol25 describes a 2-piece molecular cluster, C3H5N3O overall. The level of theory is the ωB97M-V functional and the def2-TZVPD basis.

Structure (XYZ):
```
12
Properties=species:S:1:pos:R:3:forces:R:3
O -0.309269 -1.518498 -1.689157 -0.014 0.201 -0.162
C 0.565161 -1.610514 -0.597621 0.191 -0.105 0.235
C 0.285881 -0.561117 0.407457 -0.418 0.280 0.425
N -0.353941 -0.098089 1.305028 0.427 -0.306 -0.569
N -0.850749 1.035639 1.628205 -0.017 -0.010 0.118
C -0.095282 2.075266 -0.071991 0.357 -0.542 -0.547
N 0.386811 1.264070 -0.773344 -0.382 0.630 0.648
H -0.216731 -0.614719 -2.029886 -0.071 -0.151 0.021
H 1.615394 -1.528264 -0.903652 -0.155 -0.019 0.003
H 0.418056 -2.589132 -0.128935 0.034 0.139 -0.018
H -1.008684 1.098383 2.632126 0.004 0.013 -0.120
H -0.436647 3.046975 0.221771 0.044 -0.130 -0.033
```
Positions in Å, forces in eV/Å.

Calculated values
multiplicity = 1
frontier orbital gap = 9.68 eV
E_LUMO = 1.00 eV
ΔE to the lowest compared entry with this formula, charge and spin = 116.6 kcal/mol
electronic energy = -356.671601 Eh

Atom charges from the Mulliken analysis, given in e for atoms 1 to 5: O -0.51; C -0.39; C 0.44; N 0.13; N -0.65

(3)
This record from OMol25 describes C6H13N4O as an isolated structure in a non-equilibrium geometry. The level of theory is the ωB97M-V functional and the def2-TZVPD basis.

Structure (XYZ):
```
24
Properties=species:S:1:pos:R:3:forces:R:3
C 1.342493 -1.140593 0.025468 -5.771 0.691 0.334
C 0.144208 -3.185440 -0.431989 -0.076 0.630 -0.076
C -1.880051 -1.464154 -1.347111 2.564 -0.219 -0.257
C -0.965840 1.440019 0.594515 -4.144 0.534 0.791
C 0.804444 1.880279 -0.827787 -0.521 -5.115 -2.664
C 1.231399 1.431975 1.533891 1.772 -0.987 0.305
N 1.132528 -2.418518 -0.334844 2.154 1.379 0.423
N -1.536541 -2.182321 -0.371277 0.399 -0.365 -1.483
N 0.240562 -0.339655 0.052926 2.677 -1.598 -1.069
N 0.329180 1.056977 0.326041 5.285 0.295 1.825
O -0.178556 -4.283803 -0.551289 -0.669 -1.318 -0.167
H 2.223908 -0.869069 0.516504 1.839 0.282 0.021
H -1.026619 -1.372351 -2.071704 -1.064 0.187 0.244
H -2.700456 -0.795690 -1.519713 -1.024 -0.323 0.237
H -1.618939 0.909093 -0.067523 -0.229 -0.161 -0.776
H -1.314837 1.066169 1.544908 0.213 0.413 0.634
H -1.141148 2.483989 0.398434 0.105 0.471 0.559
H -0.028684 1.710343 -1.502608 -0.345 1.361 -0.325
H 1.103078 2.813925 -0.542927 0.510 2.400 0.477
H 1.519026 1.255881 -1.424851 0.315 0.931 1.149
H 1.037778 2.450440 1.897250 0.160 -0.101 -0.781
H 0.995730 0.808506 2.405510 -0.269 -0.234 -0.534
H 2.370960 1.233005 1.313467 -2.405 0.704 0.058
H -2.083621 -2.489007 0.384709 -1.476 0.141 1.074
```
Positions in Å, forces in eV/Å.

Calculated values
multiplicity = 1
frontier orbital gap = 9.77 eV
E_LUMO = -3.69 eV
ΔE to the lowest compared entry with this formula, charge and spin = 117.7 kcal/mol
electronic energy = -530.275007 Eh
net charge = +1

Atom charges from the Mulliken analysis, given in e for atoms 1 to 5: C -0.06; C 0.65; C -0.32; C -0.71; C -0.84